# C34H43N2O8

4 unconnected molecules or ions with the total composition C34H43N2O8 in a non-equilibrium geometry (ωB97M-V/def2-TZVPD, the Open Molecules 2025 dataset).

Each atom is followed by the atoms it is bonded to, with distances in Å.
Cartesian coordinates (Å):
1 C 6.20665 1.22678 -2.60932  C2 1.610, H21 1.143, H22 1.141, H23 1.139
2 C 5.01459 0.16331 -2.40676  C1 1.610, O3 1.254, N4 1.479
3 O 5.38261 -1.01772 -2.20320  C2 1.254
4 N 3.59128 0.56671 -2.41320  C2 1.479, C5 1.497, C6 1.490
5 C 3.55125 1.78571 -1.54560  N4 1.497, H24 1.148, H25 1.137, H26 1.130
6 C 2.84122 -0.58261 -1.83192  N4 1.490, C7 1.594, H27 1.146, H28 1.148
7 C 1.27859 -0.33479 -1.63634  C6 1.594, C8 1.607, H29 1.133, H30 1.147
8 C 0.46897 -0.08934 -3.00302  C7 1.607, C9 1.595, H31 1.150, H32 1.130
9 C 0.07882 1.45536 -3.08161  C8 1.595, C10 1.596, H33 1.150, H34 1.135
10 C -1.45648 1.83272 -2.86653  C9 1.596, C11 1.605, C20 1.588, H35 1.150
11 C -1.52049 3.35081 -2.35089  C10 1.605, C12 1.596, H36 1.149, H37 1.134
12 C -1.52921 3.53314 -0.76524  C11 1.596, C13 1.622, C14 1.628, N15 1.483
13 C -0.03311 3.56914 -0.14039  C12 1.622, H38 1.149, H39 1.131, H40 1.132
14 C -2.07891 5.04518 -0.51912  C12 1.628, H41 1.138, H42 1.144, H43 1.148
15 N -2.46553 2.65159 -0.02610  C12 1.483, O16 1.324, C17 1.484
16 O -2.28982 2.73489 1.28313  N15 1.324
17 C -2.39513 1.21489 -0.38949  N15 1.484, C18 1.627, C19 1.637, C20 1.599
18 C -1.27776 0.37118 0.44010  C17 1.627, H44 1.131, H45 1.130, H46 1.148
19 C -3.81320 0.57875 0.12413  C17 1.637, H47 1.135, H48 1.136, H49 1.143
20 C -2.33086 0.87456 -1.95030  C10 1.588, C17 1.599, H50 1.151, H51 1.145
21 H 7.20163 0.67529 -2.49787  C1 1.143
22 H 6.19473 1.67546 -3.65780  C1 1.141
23 H 6.20591 2.03382 -1.80593  C1 1.139
24 H 3.95720 2.66202 -2.16631  C5 1.148
25 H 4.27348 1.65266 -0.67793  C5 1.137
26 H 2.51702 2.09482 -1.21226  C5 1.130
27 H 2.94034 -1.53370 -2.46273  C6 1.146
28 H 3.27864 -0.82527 -0.79853  C6 1.148
29 H 1.13725 0.49858 -0.88237  C7 1.133
30 H 0.83078 -1.27466 -1.15450  C7 1.147
31 H 1.23233 -0.27319 -3.84345  C8 1.150
32 H -0.37394 -0.81992 -3.18654  C8 1.130
33 H 0.35714 1.80778 -4.14077  C9 1.150
34 H 0.70682 2.09067 -2.38081  C9 1.135
35 H -1.94560 1.83468 -3.90682  C10 1.150
36 H -0.56040 3.86247 -2.72046  C11 1.149
37 H -2.38030 3.91090 -2.83277  C11 1.134
38 H 0.51008 4.38717 -0.73626  C13 1.149
39 H -0.02678 3.87406 0.94865  C13 1.131
40 H 0.54063 2.60707 -0.30339  C13 1.132
41 H -1.59957 5.74493 -1.27815  C14 1.138
42 H -1.88692 5.36987 0.56095  C14 1.144
43 H -3.21878 4.98762 -0.64451  C14 1.148
44 H -1.00928 -0.56965 -0.12802  C18 1.131
45 H -0.40048 1.00112 0.77387  C18 1.130
46 H -1.79423 0.01787 1.40204  C18 1.148
47 H -3.99135 0.80316 1.22279  C19 1.135
48 H -4.67644 1.01908 -0.46915  C19 1.136
49 H -3.73804 -0.55560 0.00519  C19 1.143
50 H -3.41285 0.94766 -2.33589  C20 1.151
51 H -2.08102 -0.23957 -2.03095  C20 1.145
52 C 6.24685 0.62703 2.85338  C53 1.333, C58 1.479, H60 1.083
53 C 5.40805 -0.32695 3.25773  C52 1.333, C54 1.479, H61 1.083
54 C 5.06563 -1.46888 2.38193  C53 1.479, O55 1.216, C56 1.479
55 O 4.29836 -2.33820 2.74977  C54 1.216
56 C 5.69053 -1.51237 1.04241  C54 1.479, C57 1.333, H62 1.083
57 C 6.52948 -0.55825 0.63831  C56 1.333, C58 1.478, H63 1.082
58 C 6.87152 0.58310 1.51325  C52 1.479, C57 1.478, O59 1.217
59 O 7.63819 1.45370 1.14546  C58 1.217
60 H 6.50811 1.47038 3.48040  C52 1.083
61 H 4.94243 -0.31074 4.23541  C53 1.083
62 H 5.42948 -2.35500 0.41449  C56 1.083
63 H 6.99413 -0.57469 -0.33906  C57 1.082
64 C -4.37154 -4.52793 -0.22237  C65 1.333, C70 1.479, H72 1.083
65 C -5.53641 -5.13089 0.01555  C64 1.333, C66 1.479, H73 1.083
66 C -6.78200 -4.67892 -0.64080  C65 1.479, O67 1.216, C68 1.479
67 O -7.84499 -5.22681 -0.42299  C66 1.216
68 C -6.68534 -3.53394 -1.57197  C66 1.479, C69 1.333, H74 1.083
69 C -5.52034 -2.93113 -1.80975  C68 1.333, C70 1.478, H75 1.083
70 C -4.27516 -3.38338 -1.15335  C64 1.479, C69 1.478, O71 1.216
71 O -3.21170 -2.83505 -1.37116  C70 1.216
72 H -3.45006 -4.84470 0.24971  C64 1.083
73 H -5.62461 -5.97054 0.69360  C65 1.083
74 H -7.60672 -3.21685 -2.04404  C68 1.083
75 H -5.43187 -2.09124 -2.48771  C69 1.083
76 C -0.36705 -1.88766 4.71250  C77 1.333, C82 1.479, H84 1.083
77 C -1.14977 -1.73227 3.64466  C76 1.333, C78 1.475, H85 1.083
78 C -2.61317 -1.89340 3.73606  C77 1.475, O79 1.215, C80 1.479
79 O -3.32008 -1.75285 2.75762  C78 1.215
80 C -3.18256 -2.23137 5.05811  C78 1.479, C81 1.333, H86 1.083
81 C -2.40193 -2.38728 6.12782  C80 1.333, C82 1.480, H87 1.083
82 C -0.93400 -2.22656 6.03597  C76 1.479, C81 1.480, O83 1.216
83 O -0.22155 -2.36642 7.01088  C82 1.216
84 H 0.70865 -1.77357 4.66244  C76 1.083
85 H -0.75257 -1.48366 2.66866  C77 1.083
86 H -4.25840 -2.34449 5.10607  C80 1.083
87 H -2.80102 -2.63572 7.10335  C81 1.083

Results
HOMO level (spin up / spin down) (eV): -8.857 / -9.596
HOMO-LUMO gap (spin up / spin down) (Ha): 0.2669 / 0.2940
LUMO level (spin up / spin down) (hartree): -0.0586 / -0.0586
Multiplicity: 2
Molecular weight (g mol⁻¹): 607.7
⟨S²⟩: 0.75

Atomic partial charges in e from the Mulliken method, atoms 1 to 5: C -1.037; C 0.505; O -0.559; N 0.184; C -0.457